(1)
This record from the Open Molecules 2025 dataset describes a molecular structure, C18H22MnNO6S. The level of theory is ωB97M-V/def2-TZVPD.

energy relative to the best compared isomer or geometry (same formula, charge and spin) = 0.0 kcal/mol
spin multiplicity = 2
total charge = -1
orbital gap (alpha / beta) = 5.965 / 5.498 eV
calculated total energy = -2754.5355 Ha
<S²> = 0.76
molecular weight = 435.38 g/mol

Geometry (Å):
Mn  -0.543687  -0.016474  -0.490202
O  -2.811127  -0.553651  -0.701889
C  -3.284540  -0.640539  0.635578
C  -2.342559  -1.467761  1.485451
N  -0.957757  -0.985103  1.468866
C  -0.752724  0.064976  2.457434
C  -1.209193  1.420152  1.872832
O  -1.870721  2.205974  2.544617
O  -0.819576  1.585253  0.670273
C  -0.026600  -2.102767  1.405407
C  -0.265681  -2.814268  0.064578
O  -0.155817  -4.027375  -0.015764
O  -0.613449  -2.015812  -0.879488
H  -2.349182  -1.389470  -0.923304
H  -4.284825  -1.096156  0.653582
H  -3.373140  0.379624  1.014918
H  -2.360312  -2.496338  1.112593
H  -2.720955  -1.497378  2.517927
H  0.312385  0.125821  2.674341
H  -1.283872  -0.129431  3.399156
H  -0.135074  -2.826294  2.226679
H  0.994032  -1.710300  1.414678
C  -2.649881  2.724719  -1.324504
S  -1.733914  2.103125  -2.725104
C  -3.085387  1.224533  -3.517596
O  -0.797675  1.024474  -2.273549
H  -3.276243  3.539662  -1.681475
H  -1.930136  3.063338  -0.581233
H  -3.240565  1.924750  -0.886469
H  -3.933170  1.899237  -3.620320
H  -3.335300  0.375321  -2.883364
H  -2.749874  0.896283  -4.497155
C  4.664406  0.674603  1.925020
C  3.364370  1.141029  2.214838
C  2.349335  0.925865  1.324262
C  2.539036  0.232508  0.103765
C  1.428955  0.006873  -0.793948
C  1.799185  -0.510771  -2.027443
C  3.117853  -0.887600  -2.362507
C  4.136072  -0.751018  -1.464468
C  3.868940  -0.166163  -0.206690
C  4.906283  0.049219  0.736739
H  5.470735  0.838653  2.630851
H  3.175554  1.682263  3.134721
H  1.362220  1.326836  1.497937
H  1.029499  -0.686243  -2.774745
H  3.317009  -1.320428  -3.338384
H  5.147912  -1.062918  -1.703872
H  5.909179  -0.280855  0.486424

Forces on the atoms, in the same order (eV/Å):
-0.59 -0.07 0.39
0.01 0.19 0.03
-0.14 0.03 0.03
-0.21 -0.19 0.20
-0.03 0.34 -0.48
-0.04 0.02 0.39
0.11 -0.22 0.04
0.03 0.05 0.17
-0.23 0.42 -0.22
0.36 -0.22 0.29
0.18 -0.05 -0.05
0.02 -0.14 0.07
-0.24 -0.08 -0.60
0.04 -0.06 -0.06
0.10 0.01 0.06
0.02 -0.01 -0.02
0.01 0.06 0.03
0.02 -0.01 -0.07
0.00 0.05 0.01
0.02 -0.06 -0.10
-0.09 0.09 -0.05
-0.06 -0.01 -0.02
0.00 -0.09 0.14
0.05 -0.11 -0.11
-0.07 0.06 0.06
0.23 0.06 -0.14
-0.05 0.06 -0.05
0.02 0.01 -0.04
-0.05 -0.04 0.01
-0.06 0.03 -0.05
-0.01 0.01 0.03
0.05 -0.04 -0.02
0.03 0.03 0.05
-0.03 0.01 0.05
-0.07 0.03 0.05
0.00 0.13 -0.26
0.53 -0.28 0.27
0.07 -0.04 0.03
-0.13 0.03 -0.07
0.13 0.00 0.00
0.05 -0.03 -0.03
0.00 0.00 0.00
0.00 -0.01 0.01
0.01 0.02 0.01
0.02 0.06 0.01
0.01 -0.06 0.02
-0.01 0.01 -0.01
-0.01 -0.01 0.01
0.02 -0.02 -0.01

---

(2)
This record from the Open Molecules 2025 dataset describes a gas-phase ion, C3H8N3 (charge +1). The level of theory is ωB97M-V/def2-TZVPD.

energy relative to the best compared isomer or geometry (same formula, charge and spin) = 97.5 kcal/mol
spin multiplicity = 1
total charge = +1
orbital gap (alpha / beta) = 10.495 / 10.494 eV
calculated total energy = -283.0083 Ha
SMILES = C[C@@]1([NH3+])CN=N1
molecular weight = 86.12 g/mol

Geometry (Å):
C  0.315310  -1.116908  0.695804
C  -0.508720  0.076984  0.243760
N  0.387766  1.297181  0.196359
C  -1.451573  -0.165157  -0.939929
N  -2.553232  -0.045870  -0.016877
N  -1.678056  0.346673  1.070692
H  0.919562  -1.490727  -0.127975
H  -0.338173  -1.916909  1.036592
H  0.958679  -0.847878  1.530125
H  -0.080346  2.088700  -0.267071
H  1.272107  1.080393  -0.283261
H  0.583364  1.581705  1.169564
H  -1.484030  0.622264  -1.696543
H  -1.416531  -1.131410  -1.451363

Forces on the atoms, in the same order (eV/Å):
-0.03 0.19 0.04
0.03 -0.79 -0.52
-0.16 0.17 0.08
0.71 -0.05 -0.51
3.65 2.12 5.86
-4.46 -1.70 -4.94
0.12 -0.01 -0.03
-0.09 0.03 -0.08
0.09 -0.02 0.14
0.20 -0.19 0.09
-0.21 0.21 0.15
0.08 -0.05 -0.31
-0.02 0.02 -0.04
0.09 0.07 0.07

---

(3)
This record from the Open Molecules 2025 dataset describes C3H8N3O4P in the gas phase. The level of theory is ωB97M-V/def2-TZVPD.

energy relative to the best compared isomer or geometry (same formula, charge and spin) = 170.1 kcal/mol
spin multiplicity = 1
total charge = 0
orbital gap = 10.156 eV
calculated total energy = -925.5101 Ha
molecular weight = 181.09 g/mol

Geometry (Å):
C  -1.675118  0.778510  0.654925
C  -1.983988  -1.299287  -0.639305
C  -1.405146  -0.746966  0.668089
N  3.575374  1.995659  -0.152060
N  3.648241  0.534159  -0.490371
N  2.802191  0.960670  0.260038
O  1.824791  0.747575  0.893615
O  2.060391  -1.754776  -0.193632
O  -0.133782  -1.042705  0.831548
O  0.660758  0.185091  -1.422565
P  0.981825  -0.767131  -0.311633
H  -1.339455  1.093695  -0.343362
H  -2.794274  0.809910  0.766499
H  -1.169510  1.448254  1.452600
H  -1.787724  -2.466503  -0.650102
H  -1.395887  -0.844212  -1.413169
H  -3.125523  -1.023548  -0.664675
H  -1.903938  -1.239423  1.630539
H  3.160782  2.631030  -0.876984

Forces on the atoms, in the same order (eV/Å):
-0.50 0.14 0.84
-1.51 -2.14 1.44
-5.39 1.02 1.88
1.61 3.87 0.74
0.21 -1.72 -0.90
1.73 0.62 -1.63
-2.44 -0.77 1.66
-0.60 0.67 -0.26
5.81 -0.91 -1.20
0.32 -1.49 1.63
-0.63 -0.22 -0.02
-0.38 0.42 0.36
1.07 0.67 -0.25
-0.78 -1.47 -1.11
-0.75 2.28 -0.14
-0.28 0.20 -0.80
2.29 -0.78 -0.36
0.56 1.01 -2.06
-0.35 -1.41 0.17

---

(4)
This record from the Open Molecules 2025 dataset describes C6H12S in the gas phase. The level of theory is ωB97M-V/def2-TZVPD.

energy relative to the best compared isomer or geometry (same formula, charge and spin) = 171.4 kcal/mol
spin multiplicity = 1
total charge = 0
orbital gap = 7.854 eV
calculated total energy = -633.7115 Ha
SMILES = C=[S@@H]1=CC[C@@H](C)C1
molecular weight = 116.23 g/mol

Geometry (Å):
C  3.242289  0.026789  -0.155461
S  1.619063  0.009508  0.074002
C  0.934856  -1.513451  -0.139780
C  -0.515703  -1.260784  0.108413
C  -1.051493  0.014126  -0.487948
C  -2.476069  0.244211  -0.077423
C  0.284638  1.268656  -0.050010
H  3.573957  0.933444  0.065044
H  3.497133  -0.175293  -1.179297
H  1.557576  0.106147  1.378527
H  1.249414  -2.016625  -1.151776
H  -0.980895  -2.180739  -0.165283
H  -0.511872  -0.888107  1.138040
H  -0.964412  0.069866  -1.549616
H  -3.106929  -0.523753  -0.471663
H  -2.848356  1.129178  -0.464247
H  -2.626824  0.372787  1.038099
H  0.428898  2.019672  -0.756762
H  0.127834  1.660092  0.865187

Forces on the atoms, in the same order (eV/Å):
-0.68 -2.47 -1.62
-0.04 -1.59 0.53
0.80 -0.37 -2.70
1.68 1.17 0.36
1.65 1.96 0.06
0.62 0.42 2.20
-2.24 -4.68 -2.81
1.86 4.02 1.44
-0.05 -0.45 -0.54
0.08 0.22 1.23
-0.50 1.15 1.94
-1.23 -0.35 0.37
-0.86 -1.46 0.88
0.04 -0.19 -0.94
-0.30 -0.81 -0.01
-0.72 1.94 -0.98
0.29 -0.63 -1.09
0.11 0.95 -1.54
-0.50 1.17 3.21

---

(5)
This record from the Open Molecules 2025 dataset describes a molecular structure, C6H12BBr3FO2. The level of theory is ωB97M-V/def2-TZVPD.

spin multiplicity = 1
total charge = -1
orbital gap = 5.657 eV
calculated total energy = -8233.1267 Ha
molecular weight = 385.68 g/mol

Geometry (Å):
C  -1.895125  0.836714  -0.957011
C  -1.053761  -0.324194  -0.472154
F  0.155505  -0.314191  -1.219909
C  -0.743777  -0.345229  1.022301
C  0.519319  0.381958  1.468708
C  0.583923  1.892023  1.156759
O  1.286996  2.471804  2.218078
B  1.708461  1.322639  3.106203
O  0.612541  0.328591  2.861404
H  -2.832327  0.865838  -0.399041
H  -2.135815  0.716569  -2.014314
H  -1.368114  1.778781  -0.817886
H  -1.548973  -1.258971  -0.752535
H  -0.651088  -1.385137  1.341369
H  -1.586451  0.096348  1.560603
H  1.402597  -0.108195  1.030618
H  -0.442332  2.303487  1.140766
H  1.051630  2.085571  0.180124
H  2.791083  0.831673  2.681961
H  1.822412  1.642597  4.284129
C  0.509578  -2.646993  -3.471780
Br  1.138984  -3.561883  -1.916428
Br  1.217859  -3.414074  -5.092075
Br  -1.410646  -2.567067  -3.529370
H  0.867520  -1.628656  -3.410519

Forces on the atoms, in the same order (eV/Å):
0.07 -0.02 -0.04
-0.01 -0.02 0.05
-0.15 -0.10 -0.06
0.12 0.02 -0.19
-0.10 0.01 0.06
-0.23 0.10 0.25
0.20 -0.15 -0.05
0.19 0.03 0.00
0.19 -0.11 -0.01
0.03 0.03 0.03
0.05 0.00 -0.05
-0.02 0.03 0.05
0.03 0.01 -0.01
-0.01 0.00 0.10
-0.04 -0.05 0.02
-0.04 0.02 -0.12
0.01 0.02 -0.13
0.02 0.02 -0.03
-0.10 0.07 0.07
-0.18 0.05 -0.05
0.02 0.16 0.05
0.01 -0.08 0.06
0.03 -0.02 -0.04
-0.05 -0.02 -0.03
-0.04 0.01 0.04

---

(6)
This record from the Open Molecules 2025 dataset describes a molecular structure, C10H21ClNO2P2SeZr. The level of theory is ωB97M-V/def2-TZVPD.

energy relative to the best compared isomer or geometry (same formula, charge and spin) = 14.5 kcal/mol
spin multiplicity = 1
total charge = +3
orbital gap = 4.741 eV
calculated total energy = -4189.1755 Ha
molecular weight = 454.87 g/mol

Geometry (Å):
C  1.412031  -2.872456  -1.167314
C  0.945317  -2.008523  -0.139421
H  1.352905  -3.922493  -0.854804
H  2.449434  -2.588266  -1.396622
H  0.815452  -2.721686  -2.064588
O  0.694762  -2.083434  1.030293
Cl  1.231787  -0.033232  -1.900345
Zr  -0.270277  0.860193  -0.049676
P  2.024428  0.813370  1.224552
C  2.064890  0.731156  3.040998
C  3.555802  -0.102607  0.805188
H  4.397873  0.427896  1.279389
H  3.557113  2.667038  1.300694
H  3.709268  -0.121754  -0.282272
H  2.567104  2.736960  -0.188080
H  1.814236  -0.285403  3.372565
H  3.529036  -1.132860  1.189094
C  2.549011  2.537569  0.891878
H  3.073278  0.994202  3.391357
H  1.863809  3.251291  1.366862
H  1.335859  1.439364  3.452644
P  -2.172309  -0.536820  -1.159963
C  -3.673364  -0.930787  -0.226988
C  -2.754405  0.800509  -2.286009
H  -1.263817  -1.784694  -3.044620
H  -3.025011  -2.027842  -2.832392
H  -1.872448  -2.892129  -1.774570
C  -2.060138  -1.950235  -2.307492
H  -1.910414  1.248367  -2.832398
H  -3.450574  0.347173  -3.004344
H  -4.452433  -1.233297  -0.939775
H  -4.007932  -0.054377  0.339481
H  -3.271571  1.590966  -1.724688
H  -3.468765  -1.754143  0.468702
C  -0.999770  -0.279098  1.655761
O  -1.599192  -0.559676  2.612016
Se  -2.270034  4.973607  1.666939
C  -1.470899  3.698626  0.811098
N  -0.950043  2.757529  0.276851

Forces on the atoms, in the same order (eV/Å):
0.33 -0.36 -1.70
-0.53 -2.96 6.76
-0.06 0.17 0.44
-0.07 0.00 -0.06
0.12 0.01 -0.23
0.96 1.90 -6.28
-0.95 0.48 1.26
1.46 3.61 -3.29
1.97 0.82 1.61
-0.50 -0.13 0.05
-0.32 -0.53 -0.59
-0.38 -0.16 -0.11
-0.14 -0.04 -0.06
0.09 0.04 0.29
0.13 0.04 0.21
0.11 0.25 0.07
0.05 0.28 -0.04
-0.56 0.16 -0.40
-0.29 -0.07 -0.11
0.18 -0.15 -0.08
0.18 -0.15 0.08
-2.31 -0.58 -1.07
0.13 -0.02 0.48
0.55 0.44 0.23
-0.23 -0.03 0.07
0.28 0.08 0.23
-0.12 0.18 -0.12
0.76 -0.27 0.05
-0.30 -0.07 -0.06
0.18 0.07 0.14
0.16 0.09 0.21
-0.05 -0.18 -0.07
0.13 -0.22 -0.12
-0.22 0.10 -0.12
-4.19 -1.66 6.82
3.00 0.97 -4.54
1.06 -1.45 -1.18
-2.07 3.31 2.10
1.47 -3.99 -0.88

---

Q: Among the records above, which one has the highest calculated total energy?
A: C3H8N3

---

Q: spin multiplicity of number 2 (C3H8N3)?
A: 1

---

Repeat the second record exactly.
This record from the Open Molecules 2025 dataset describes a gas-phase ion, C3H8N3 (charge +1). The level of theory is ωB97M-V/def2-TZVPD.

energy relative to the best compared isomer or geometry (same formula, charge and spin) = 97.5 kcal/mol
spin multiplicity = 1
total charge = +1
orbital gap (alpha / beta) = 10.495 / 10.494 eV
calculated total energy = -283.0083 Ha
SMILES = C[C@@]1([NH3+])CN=N1
molecular weight = 86.12 g/mol

Geometry (Å):
C  0.315310  -1.116908  0.695804
C  -0.508720  0.076984  0.243760
N  0.387766  1.297181  0.196359
C  -1.451573  -0.165157  -0.939929
N  -2.553232  -0.045870  -0.016877
N  -1.678056  0.346673  1.070692
H  0.919562  -1.490727  -0.127975
H  -0.338173  -1.916909  1.036592
H  0.958679  -0.847878  1.530125
H  -0.080346  2.088700  -0.267071
H  1.272107  1.080393  -0.283261
H  0.583364  1.581705  1.169564
H  -1.484030  0.622264  -1.696543
H  -1.416531  -1.131410  -1.451363

Forces on the atoms, in the same order (eV/Å):
-0.03 0.19 0.04
0.03 -0.79 -0.52
-0.16 0.17 0.08
0.71 -0.05 -0.51
3.65 2.12 5.86
-4.46 -1.70 -4.94
0.12 -0.01 -0.03
-0.09 0.03 -0.08
0.09 -0.02 0.14
0.20 -0.19 0.09
-0.21 0.21 0.15
0.08 -0.05 -0.31
-0.02 0.02 -0.04
0.09 0.07 0.07